1.
A cluster of 2 separate species, C4H11IOSi in total at a distorted geometry. Source: the OMol25 dataset; level of theory: ωB97M-V with the def2-TZVPD basis set.

XYZ file:
```
18
Properties=species:S:1:pos:R:3:forces:R:3
C -0.465 2.060 -0.215 2.010 1.426 1.130
C 1.745 -1.344 -0.775 -1.534 -4.058 1.566
C 0.937 1.744 0.427 -1.338 2.064 -0.184
C -2.413 -1.757 0.066 1.037 -0.710 0.692
O 1.062 0.620 1.244 -0.264 -0.164 0.737
Si 0.828 -0.924 0.807 -2.149 0.568 -1.961
I -3.746 -0.283 -0.435 -0.295 0.527 -0.337
H -0.089 2.964 -0.831 -1.566 -0.912 1.007
H -0.674 1.304 -0.903 -0.915 -1.286 -1.098
H -1.284 2.197 0.551 0.944 0.189 -1.132
H 1.516 -2.499 -1.027 0.083 2.801 0.139
H 1.539 -0.650 -1.543 0.051 0.462 -0.908
H 2.730 -1.435 -0.412 1.812 0.501 -0.198
H 1.066 2.704 1.056 0.896 -1.719 -0.915
H 1.588 1.601 -0.454 0.332 0.679 0.612
H -2.402 -2.591 -0.657 0.108 0.604 0.442
H -2.624 -2.044 1.105 0.312 -0.063 -0.515
H 0.685 -1.667 1.997 0.478 -0.908 0.922
```
Positions in Å, forces in eV/Å.

Results
- E: -22348.449 eV
- Largest force on an atom: 4.6 eV/Å
- ΔE to the lowest compared entry with this formula, charge and spin: 405.3 kJ/mol
- Net charge: 0

natural (NBO) charges in e:
1 C -0.629
2 C -1.143
3 C -0.062
4 C -0.807
5 O -0.896
6 Si 1.501
7 I 0.110
8 H 0.212
9 H 0.205
10 H 0.228
11 H 0.262
12 H 0.256
13 H 0.238
14 H 0.190
15 H 0.163
16 H 0.187
17 H 0.182
18 H -0.198

---

2.
A cluster of 6 separate species, C24H48O18 in total at a distorted geometry. Source: the OMol25 dataset; level of theory: ωB97M-V with the def2-TZVPD basis set.

XYZ file:
```
90
Properties=species:S:1:pos:R:3:forces:R:3
C 6.718 -4.345 7.218 0.326 -0.482 -0.041
C 5.917 -3.167 6.769 0.159 0.193 -0.386
O 5.521 -2.421 7.921 -2.182 1.471 0.717
C 4.217 -1.952 7.975 -1.286 -1.017 -1.325
O 3.250 -2.418 7.372 2.095 0.609 0.796
O 4.121 -0.908 8.799 0.942 0.701 0.402
C 2.906 -0.148 8.921 -1.153 -0.529 0.200
H 7.195 -4.796 6.348 -0.286 -0.286 -0.115
H 6.083 -5.061 7.739 0.202 -0.116 -0.017
H 7.565 -4.061 7.842 -0.241 0.190 0.271
H 5.058 -3.440 6.157 -0.063 -0.034 0.213
H 6.568 -2.521 6.180 -0.121 0.248 -0.067
H 2.043 -0.788 8.737 0.127 -0.022 -0.269
H 2.817 0.756 8.318 0.687 -0.390 -0.709
H 2.753 0.255 9.922 0.792 -0.532 0.332
C -2.667 2.805 -6.780 0.063 -0.140 0.701
C -1.924 2.651 -8.094 -0.243 -0.398 0.429
O -2.888 3.118 -9.054 0.118 -0.064 -1.334
C -2.719 2.951 -10.384 0.918 0.111 -1.266
O -1.775 2.472 -10.994 -1.066 0.421 1.469
O -3.800 3.484 -10.994 -0.658 0.269 -0.013
C -3.835 3.620 -12.437 1.187 -0.100 -0.237
H -2.143 2.375 -5.927 0.319 -0.243 -0.202
H -3.609 2.262 -6.861 -0.045 0.092 -0.014
H -2.885 3.822 -6.451 0.013 0.172 -0.546
H -1.696 1.593 -8.227 -0.185 -0.070 -0.369
H -0.960 3.158 -8.154 -0.246 0.445 -0.147
H -4.830 3.725 -12.870 -0.299 -0.527 0.923
H -3.286 2.803 -12.906 -0.228 -0.121 0.099
H -3.345 4.533 -12.777 0.351 0.149 0.514
C 1.039 -4.209 -4.121 -1.105 -0.845 0.401
C 0.604 -5.604 -3.541 0.746 1.008 -0.184
O -0.812 -5.642 -3.409 -0.240 -0.602 0.232
C -1.400 -6.821 -3.053 2.970 -1.023 -0.645
O -0.837 -7.871 -2.739 -0.907 2.114 -0.228
O -2.659 -6.632 -3.258 -2.520 -0.737 0.532
C -3.544 -7.716 -2.857 -0.286 -0.015 -0.968
H 2.104 -4.077 -3.934 -0.087 0.077 -0.317
H 0.477 -3.378 -3.694 0.144 -0.153 0.706
H 0.746 -4.101 -5.165 0.536 -0.439 -0.232
H 1.056 -5.768 -2.563 0.031 0.035 0.028
H 0.952 -6.397 -4.203 -0.128 -0.084 -0.003
H -3.425 -7.983 -1.807 -0.076 0.212 -0.165
H -3.446 -8.596 -3.493 0.877 -0.087 0.146
H -4.545 -7.406 -3.156 0.040 0.552 0.709
C -0.342 2.015 2.999 0.962 0.084 0.184
C -0.211 1.475 1.577 0.005 0.989 0.419
O -0.871 0.216 1.525 -1.813 -0.876 -1.558
C -1.516 -0.078 0.354 -0.019 0.891 -2.388
O -1.340 0.450 -0.755 0.078 -0.755 2.750
O -2.425 -1.043 0.533 0.705 0.402 2.794
C -3.169 -1.577 -0.515 0.412 0.154 -2.083
H 0.052 3.029 3.062 0.099 0.141 -0.357
H 0.276 1.468 3.711 -0.344 -0.328 0.097
H -1.375 2.107 3.337 -0.027 -0.437 -0.147
H 0.798 1.306 1.201 0.165 0.286 0.371
H -0.666 2.254 0.966 -0.263 -0.557 -0.579
H -2.581 -2.383 -0.953 -0.168 -0.165 -0.114
H -3.286 -0.811 -1.282 -0.127 -0.054 -0.110
H -4.156 -1.956 -0.249 0.302 0.212 0.742
C 4.377 3.786 -2.424 -0.456 -0.919 0.671
C 5.536 4.207 -1.569 1.462 0.038 -1.190
O 5.249 5.371 -0.854 -2.639 0.823 -0.139
C 6.056 5.957 -0.028 4.287 -1.912 1.405
O 7.167 5.483 0.313 -2.981 1.487 -0.963
O 5.623 7.115 0.424 -0.474 0.673 0.323
C 4.237 7.502 0.372 -0.371 -0.317 -0.300
H 4.747 2.925 -2.980 -0.128 0.023 -0.261
H 3.937 4.508 -3.112 0.367 0.190 0.189
H 3.602 3.393 -1.766 -0.323 0.089 -0.137
H 6.345 4.487 -2.244 0.397 -0.267 0.079
H 5.889 3.403 -0.923 -0.108 0.096 0.121
H 3.647 6.956 1.109 0.308 0.141 0.425
H 3.721 7.268 -0.559 0.555 0.094 -0.344
H 4.205 8.578 0.542 0.100 -0.243 0.122
C -3.369 -1.524 7.277 0.084 0.444 -0.262
C -3.619 -0.426 6.223 0.748 -0.479 0.608
O -4.697 -0.800 5.364 -0.664 -0.318 -0.043
C -5.080 0.089 4.467 0.421 3.241 -1.058
O -4.739 1.302 4.430 -1.049 -3.695 0.067
O -5.888 -0.522 3.568 1.346 -0.846 1.545
C -6.486 0.231 2.550 -0.049 0.756 -0.031
H -3.244 -2.534 6.886 -0.462 0.084 -0.188
H -4.139 -1.452 8.045 -0.162 -0.416 -0.160
H -2.433 -1.340 7.805 0.111 0.390 -0.127
H -2.775 -0.282 5.548 0.240 0.173 0.340
H -3.842 0.484 6.779 -0.062 0.194 -0.432
H -6.806 -0.458 1.769 -0.115 -0.016 0.272
H -5.767 0.930 2.123 -0.162 0.181 0.077
H -7.318 0.737 3.038 -0.176 0.312 -0.646
```
Positions in Å, forces in eV/Å.

Results
- E: -62519.738 eV
- SMILES string: CCOC(=O)OC.CCOC(=O)OC.CCOC(=O)OC.CCOC(=O)OC.CCOC(=O)OC.CCOC(=O)OC
- Largest force on an atom: 4.9 eV/Å
- ΔE to the lowest compared entry with this formula, charge and spin: 314.6 kJ/mol
- Net charge: 0

Löwdin charges in e:
1 C -0.074
2 C -0.240
3 O 0.013
4 C -0.516
5 O 0.090
6 O 0.004
7 C -0.035
8 H 0.080
9 H 0.084
10 H 0.081
11 H 0.122
12 H 0.123
13 H 0.088
14 H 0.092
15 H 0.088
16 C -0.074
17 C -0.203
18 O 0.015
19 C -0.549
20 O 0.106
21 O -0.013
22 C -0.032
23 H 0.076
24 H 0.081
25 H 0.077
26 H 0.123
27 H 0.126
28 H 0.089
29 H 0.088
30 H 0.089
31 C -0.054
32 C -0.207
33 O 0.009
34 C -0.599
35 O 0.104
36 O 0.020
37 C -0.011
38 H 0.072
39 H 0.067
40 H 0.069
41 H 0.120
42 H 0.121
43 H 0.102
44 H 0.094
45 H 0.091
46 C -0.062
47 C -0.224
48 O 0.023
49 C -0.514
50 O 0.083
51 O -0.007
52 C -0.058
53 H 0.073
54 H 0.074
55 H 0.080
56 H 0.127
57 H 0.120
58 H 0.098
59 H 0.092
60 H 0.095
61 C -0.064
62 C -0.230
63 O 0.027
64 C -0.597
65 O 0.081
66 O 0.020
67 C -0.028
68 H 0.082
69 H 0.084
70 H 0.077
71 H 0.132
72 H 0.136
73 H 0.095
74 H 0.088
75 H 0.096
76 C -0.057
77 C -0.200
78 O 0.038
79 C -0.536
80 O 0.065
81 O -0.019
82 C -0.056
83 H 0.078
84 H 0.075
85 H 0.072
86 H 0.127
87 H 0.124
88 H 0.095
89 H 0.094
90 H 0.102

---

3.
A structure of composition C34H39FeN7O6PS4 at a distorted geometry. Source: the OMol25 dataset; level of theory: ωB97M-V with the def2-TZVPD basis set.

XYZ file:
```
92
Properties=species:S:1:pos:R:3:forces:R:3
Fe -0.081 0.675 -0.615 -0.384 0.071 0.188
N 1.265 2.031 3.422 -0.112 0.150 -0.216
C 0.380 1.545 4.375 -0.214 -0.140 0.181
C 0.779 1.394 5.700 -0.019 0.014 -0.026
C -0.126 0.978 6.665 0.050 0.009 -0.013
C -1.428 0.664 6.309 -0.105 0.003 0.068
C -1.823 0.765 4.982 0.074 0.005 0.043
C -0.936 1.223 4.022 0.228 -0.048 -0.388
S -1.443 1.465 2.347 -0.332 0.406 0.351
N 0.006 1.414 1.485 -0.156 -0.043 0.041
C 1.143 1.777 2.051 0.299 0.161 0.067
C 2.284 1.887 1.219 -0.195 0.014 0.428
C 3.578 2.325 1.611 0.168 0.016 -0.033
C 4.568 2.432 0.673 -0.245 -0.054 -0.003
C 4.283 2.120 -0.676 0.062 0.017 0.019
C 3.005 1.684 -0.977 0.211 0.050 0.005
N 2.042 1.547 -0.077 -0.342 -0.455 -0.954
H 2.202 2.165 3.753 0.115 0.001 -0.027
H 1.808 1.608 5.972 -0.002 0.031 0.003
H 0.197 0.887 7.695 0.004 -0.030 0.001
H -2.133 0.332 7.060 -0.003 -0.031 -0.009
H -2.828 0.497 4.682 -0.019 -0.009 0.007
H 3.793 2.599 2.635 -0.012 -0.016 0.065
H 5.558 2.761 0.968 -0.006 0.019 -0.015
H 5.033 2.220 -1.447 -0.026 -0.029 -0.029
H 2.731 1.422 -1.995 0.013 0.015 0.008
C 0.963 5.744 -3.963 -0.153 -0.032 0.114
C -0.542 5.629 -3.791 0.140 -0.098 -0.076
O -0.867 5.497 -2.410 0.078 -0.003 0.049
P -1.422 4.091 -1.823 -0.266 0.257 -0.088
S -1.798 4.371 0.073 0.114 -0.223 -0.235
S -0.206 2.617 -2.446 -0.087 -0.140 0.251
O -2.768 4.050 -2.760 0.267 0.149 0.290
C -3.641 2.927 -2.814 -0.121 -0.235 -0.006
C -4.614 2.886 -1.646 0.109 0.113 -0.111
H 1.217 5.890 -5.015 0.009 0.018 -0.021
H 1.428 4.826 -3.605 0.059 0.013 -0.007
H 1.344 6.583 -3.380 0.039 0.016 -0.017
H -0.918 4.769 -4.349 -0.034 0.056 -0.030
H -1.047 6.531 -4.148 -0.028 -0.052 -0.012
H -3.062 2.001 -2.862 0.016 0.093 -0.001
H -4.186 3.037 -3.757 0.047 -0.050 0.016
H -4.060 2.891 -0.710 -0.074 -0.039 0.042
H -5.222 1.981 -1.697 0.018 -0.023 -0.023
H -5.265 3.762 -1.665 -0.018 0.017 0.030
C 0.541 -2.201 -5.413 -0.214 0.118 -0.057
N 1.057 -2.097 -4.064 0.063 -0.067 0.095
C 2.010 -2.931 -3.589 0.044 0.134 0.311
C 2.481 -2.807 -2.330 0.143 -0.402 -0.219
C 1.936 -1.769 -1.522 -0.188 0.510 0.166
N 0.963 -0.975 -1.972 0.100 0.333 0.434
C 0.466 -1.115 -3.231 -0.110 -0.098 -0.260
O -0.453 -0.463 -3.685 0.095 -0.009 -0.058
N 2.426 -1.528 -0.301 -0.062 -0.093 -0.450
H 1.138 -2.909 -5.984 0.045 -0.017 0.073
H 0.570 -1.220 -5.886 0.021 -0.035 -0.029
H -0.502 -2.519 -5.398 0.024 -0.024 -0.011
H 2.367 -3.690 -4.271 0.028 0.004 -0.021
H 3.250 -3.461 -1.950 -0.011 -0.031 0.014
H 2.924 -2.244 0.203 0.018 -0.017 -0.001
H 1.927 -0.838 0.243 0.118 -0.046 0.093
C -2.338 0.174 -0.964 1.424 0.426 0.101
C -2.908 -1.113 -0.753 -0.165 -0.224 0.055
C -3.681 -1.434 0.391 0.040 0.062 -0.107
C -4.207 -2.698 0.584 -0.016 -0.047 -0.036
C -3.990 -3.713 -0.341 -0.027 -0.181 0.037
C -3.212 -3.435 -1.463 -0.038 -0.005 0.072
C -2.689 -2.175 -1.670 0.042 0.068 0.115
H -2.684 1.004 -0.349 -0.284 0.004 -0.225
H -2.072 0.401 -1.993 -0.354 0.119 -0.054
H -3.866 -0.658 1.127 0.028 0.034 -0.012
H -4.799 -2.898 1.470 0.005 0.000 0.016
H -4.402 -4.702 -0.184 0.016 -0.010 0.012
H -3.007 -4.225 -2.179 -0.016 0.022 -0.034
H -2.083 -1.970 -2.545 -0.043 0.011 -0.037
N -0.389 -1.364 1.047 0.361 -0.293 0.102
C 0.404 -2.373 1.631 -0.206 -0.045 0.126
C 1.429 -2.026 2.516 -0.069 -0.079 0.063
C 2.265 -3.004 3.030 -0.115 0.114 -0.034
C 2.085 -4.331 2.669 0.264 -0.363 0.143
C 1.058 -4.686 1.813 0.000 0.068 0.018
C 0.211 -3.712 1.299 0.022 0.096 -0.072
S 3.197 -5.569 3.353 0.098 -0.077 -0.044
O 3.055 -5.431 4.799 0.049 0.022 -0.144
O 2.721 -6.846 2.827 -0.020 0.140 0.009
O 4.513 -5.178 2.847 -0.129 -0.005 0.077
H -1.269 -1.716 0.693 -0.052 -0.002 -0.055
H -0.561 -0.597 1.685 -0.122 -0.183 -0.043
H 1.550 -0.983 2.793 0.052 0.021 0.020
H 3.057 -2.761 3.727 0.000 0.071 -0.006
H 0.937 -5.735 1.575 -0.048 0.010 -0.031
H -0.613 -3.977 0.644 0.018 0.000 -0.035
```
Positions in Å, forces in eV/Å.

Results
- E: -145630.364 eV
- Multiplicity: 6
- <S²>: 8.78
- Largest force on an atom: 1.5 eV/Å
- Net charge: -2

Löwdin charges in e:
1 Fe 0.626
2 N 0.118
3 C -0.263
4 C -0.038
5 C -0.112
6 C -0.116
7 C -0.110
8 C -0.445
9 S 0.940
10 N -0.368
11 C -0.371
12 C -0.237
13 C -0.043
14 C -0.108
15 C -0.099
16 C -0.186
17 N 0.008
18 H 0.110
19 H 0.106
20 H 0.093
21 H 0.091
22 H 0.102
23 H 0.090
24 H 0.091
25 H 0.079
26 H 0.092
27 C -0.097
28 C -0.338
29 O -0.372
30 P -0.144
31 S 0.197
32 S 0.333
33 O -0.357
34 C -0.310
35 C -0.102
36 H 0.066
37 H 0.043
38 H 0.071
39 H 0.088
40 H 0.110
41 H 0.071
42 H 0.109
43 H 0.016
44 H 0.074
45 H 0.069
46 C -0.028
47 N -0.051
48 C -0.057
49 C 0.003
50 C -0.352
51 N 0.155
52 C -0.512
53 O 0.019
54 N 0.207
55 H 0.083
56 H 0.094
57 H 0.095
58 H 0.124
59 H 0.112
60 H 0.121
61 H 0.063
62 C -0.183
63 C -0.355
64 C -0.086
65 C -0.127
66 C -0.152
67 C -0.130
68 C -0.067
69 H 0.018
70 H -0.012
71 H 0.096
72 H 0.089
73 H 0.076
74 H 0.087
75 H 0.087
76 N 0.096
77 C -0.325
78 C -0.052
79 C -0.066
80 C -0.284
81 C -0.062
82 C -0.027
83 S 0.398
84 O -0.382
85 O -0.392
86 O -0.392
87 H 0.059
88 H 0.010
89 H 0.103
90 H 0.114
91 H 0.102
92 H 0.106

---

4.
A cluster of 2 separate species, C4H14N2O in total at a distorted geometry. Source: the OMol25 dataset; level of theory: ωB97M-V with the def2-TZVPD basis set.

XYZ file:
```
21
Properties=species:S:1:pos:R:3:forces:R:3
C 2.813 2.387 -0.200 -1.406 0.885 -0.564
N 2.473 1.096 -0.861 0.993 0.839 -0.109
C 2.212 0.004 0.074 1.546 0.097 0.985
C 0.741 -0.029 0.377 -2.429 -0.442 0.957
N 0.060 -0.860 -0.634 0.492 0.696 -1.449
C -1.392 -0.803 -0.813 -0.687 -0.657 0.816
H 2.024 2.708 0.525 0.580 -0.543 -0.409
H 2.759 3.180 -1.002 0.368 -0.749 0.798
H 3.794 2.429 0.306 -0.270 -0.221 -0.139
H 3.322 0.933 -1.394 -0.326 -0.583 -0.188
H 2.470 -0.999 -0.324 -0.095 0.694 -0.233
H 2.933 0.126 0.959 -1.363 -0.201 -0.537
H 0.471 -0.532 1.319 0.615 0.233 0.101
H 0.228 0.968 0.452 0.864 -0.341 -0.152
H 0.387 -0.514 -1.530 0.537 -0.129 0.068
H -1.815 -1.786 -0.529 -0.052 0.516 0.003
H -1.939 -0.029 -0.243 0.433 -0.114 -0.014
H -1.660 -0.654 -1.863 0.198 0.018 0.066
O -6.232 -2.595 1.658 -0.854 0.128 0.256
H -7.029 -2.310 1.191 0.359 0.018 -0.407
H -6.621 -2.719 2.533 0.496 -0.145 0.151
```
Positions in Å, forces in eV/Å.

Results
- E: -9401.465 eV
- SMILES string: CNCCNC.O
- Largest force on an atom: 2.6 eV/Å
- ΔE to the lowest compared entry with this formula, charge and spin: 206.7 kJ/mol
- Net charge: 0

natural (NBO) charges in e:
1 C -0.431
2 N -0.632
3 C -0.246
4 C -0.229
5 N -0.630
6 C -0.419
7 H 0.196
8 H 0.203
9 H 0.174
10 H 0.353
11 H 0.218
12 H 0.171
13 H 0.191
14 H 0.169
15 H 0.349
16 H 0.190
17 H 0.178
18 H 0.193
19 O -0.925
20 H 0.463
21 H 0.463